1.
Density functional theory data (ωB97M-V with the def2-TZVPD basis set) for a cluster of 2 separate species, C9H14 in total at a distorted geometry.

Geometry (Å):
1 C -3.007 -0.525 2.641
2 C -1.583 -0.411 2.122
3 C -0.985 -1.551 1.533
4 C 0.331 -1.477 1.166
5 C 0.996 -0.227 1.198
6 C 0.418 0.881 1.758
7 C -0.912 0.786 2.236
8 H -3.687 -1.112 2.029
9 H -3.455 0.452 2.800
10 H -2.918 -0.937 3.649
11 H -1.559 -2.470 1.583
12 H 0.877 -2.324 0.774
13 H 2.007 -0.370 0.832
14 H 0.958 1.786 1.956
15 H -1.433 1.600 2.724
16 C 1.354 0.451 -3.000
17 C 2.117 0.977 -4.220
18 H 0.309 0.727 -3.188
19 H 1.425 -0.617 -2.839
20 H 1.669 0.985 -2.103
21 H 3.110 0.559 -4.348
22 H 2.321 2.051 -4.126
23 H 1.645 0.767 -5.177

Summary:
**Charge**: 0
**Highest occupied orbital energy**: -9.0 eV
**ΔE to the lowest compared entry with this formula, charge and spin**: 48.5 kJ/mol
**2S+1**: 1
**Kohn-Sham gap**: 0.3688 hartree

***

2.
Density functional theory data (ωB97M-V with the def2-TZVPD basis set) for the ion C14H20N with charge +1 at a distorted geometry.

Geometry (Å):
1 C -2.820 -0.634 -0.017
2 C -1.713 -1.098 0.259
3 C -2.855 1.676 -0.054
4 C 1.547 -1.895 -0.892
5 C -1.549 1.927 -0.083
6 C 1.507 -0.594 -0.837
7 C -3.671 0.409 -0.426
8 C -0.496 1.001 -0.747
9 C -0.412 -1.120 0.751
10 C 0.417 0.018 0.127
11 C -0.949 3.260 0.307
12 C 2.598 0.233 -1.398
13 C 0.982 0.813 1.333
14 C 1.624 -3.551 0.854
15 N 0.806 -2.749 -0.030
16 H -3.319 2.468 0.395
17 H 2.416 -2.452 -1.462
18 H -3.669 0.489 -1.584
19 H -4.643 0.554 0.037
20 H -0.932 0.397 -1.585
21 H 0.259 1.616 -1.348
22 H -0.181 -1.347 1.820
23 H -1.528 4.143 -0.046
24 H 0.035 3.202 -0.197
25 H -0.916 3.344 1.504
26 H 2.245 1.081 -2.123
27 H 3.298 -0.522 -1.892
28 H 2.873 0.801 -0.587
29 H 1.050 1.801 1.061
30 H 1.994 0.512 1.721
31 H 0.338 0.786 2.201
32 H 1.524 -3.207 1.986
33 H 1.424 -4.603 0.847
34 H 2.699 -3.532 0.617
35 H 0.018 -3.225 -0.513

Summary:
**Charge**: +1
**Highest occupied orbital energy**: -12.5 eV
**ΔE to the lowest compared entry with this formula, charge and spin**: 648.9 kJ/mol
**2S+1**: 1
**Kohn-Sham gap**: 0.2896 hartree

***

3.
Density functional theory data (ωB97M-V with the def2-TZVPD basis set) for a structure of composition C14H26AlAsN3O2SSi2 at a distorted geometry.

Geometry (Å):
1 Al 0.396 -0.661 1.337
2 N 2.593 -1.454 0.773
3 N 3.065 -1.743 2.069
4 C 2.162 -1.837 3.112
5 O 2.481 -2.204 4.199
6 O 0.956 -1.452 2.730
7 H 2.699 -2.264 0.151
8 H 3.135 -0.679 0.379
9 H 3.982 -2.148 2.204
10 C 3.374 1.831 1.755
11 Si 2.124 2.492 0.464
12 C 1.872 4.369 0.677
13 C 2.784 2.065 -1.285
14 As -0.077 1.621 0.930
15 Si -1.049 1.309 -1.236
16 C -1.022 3.016 -2.075
17 C -2.872 0.765 -0.992
18 C -0.194 0.018 -2.364
19 H 4.151 2.560 1.955
20 H 3.875 0.923 1.431
21 H 2.874 1.616 2.696
22 H 2.759 4.946 0.438
23 H 1.600 4.594 1.706
24 H 1.064 4.723 0.041
25 H 3.767 2.493 -1.448
26 H 2.130 2.461 -2.056
27 H 2.862 0.991 -1.441
28 H -1.457 3.763 -1.418
29 H -1.592 3.024 -2.998
30 H -0.011 3.327 -2.311
31 H -3.194 0.932 0.035
32 H -3.022 -0.285 -1.230
33 H -3.534 1.344 -1.628
34 H 0.744 0.391 -2.759
35 H -0.816 -0.247 -3.214
36 H 0.023 -0.894 -1.808
37 S -3.717 -1.815 2.245
38 C -2.109 -1.278 2.265
39 N -1.350 -1.666 1.269
40 C -2.042 -2.463 0.392
41 C -1.552 -3.042 -0.778
42 C -2.421 -3.753 -1.576
43 C -3.759 -3.927 -1.211
44 C -4.261 -3.382 -0.047
45 C -3.392 -2.649 0.749
46 H -1.728 -0.647 3.052
47 H -0.509 -2.926 -1.045
48 H -2.073 -4.173 -2.507
49 H -4.417 -4.484 -1.859
50 H -5.296 -3.501 0.229

Summary:
**Charge**: +1
**Highest occupied orbital energy**: -11.7 eV
**ΔE to the lowest compared entry with this formula, charge and spin**: 74.2 kJ/mol
**2S+1**: 1
**Kohn-Sham gap**: 0.3083 hartree

***

4.
Density functional theory data (ωB97M-V with the def2-TZVPD basis set) for a structure of composition C2H3N5O at a distorted geometry.

Geometry (Å):
1 C 1.276 0.119 -0.344
2 C -1.078 0.451 0.001
3 H 2.290 -1.488 0.758
4 H 1.523 1.239 -0.991
5 H -0.354 2.055 0.313
6 N 2.441 -0.465 -0.097
7 N 0.005 -0.322 0.598
8 N -1.995 -1.448 -0.230
9 N -2.238 -0.224 -0.116
10 N -1.237 1.730 0.076
11 O -0.632 -1.646 0.032

Summary:
**Charge**: 0
**Highest occupied orbital energy**: -10.5 eV
**ΔE to the lowest compared entry with this formula, charge and spin**: 838.5 kJ/mol
**2S+1**: 1
**Kohn-Sham gap**: 0.3531 hartree

***

5.
Density functional theory data (ωB97M-V with the def2-TZVPD basis set) for a cluster of 11 separate species, H22O11 in total at a distorted geometry.

Geometry (Å):
1 O -2.008 -0.463 2.428
2 H -2.867 -0.788 2.160
3 H -1.313 -0.635 1.758
4 O -0.184 -0.204 0.333
5 H 0.581 0.016 -0.230
6 H -0.924 0.404 0.082
7 O -1.507 2.174 -2.170
8 H -1.165 2.905 -2.719
9 H -1.175 1.397 -2.608
10 O 0.671 0.812 3.362
11 H 0.740 0.219 4.108
12 H 0.473 0.221 2.623
13 O -1.105 -2.980 0.232
14 H -1.114 -3.796 -0.219
15 H -0.765 -2.363 -0.414
16 O -3.428 -1.981 -0.950
17 H -3.346 -1.015 -0.879
18 H -2.887 -2.310 -0.277
19 O -2.986 0.902 -0.344
20 H -2.808 1.314 -1.212
21 H -2.816 1.668 0.314
22 O 2.460 -0.142 1.310
23 H 2.710 0.607 1.847
24 H 2.265 -0.915 1.887
25 O 1.530 -0.040 -2.033
26 H 0.960 0.243 -2.723
27 H 2.462 0.343 -2.180
28 O 4.106 -0.645 -0.593
29 H 3.451 -0.332 0.022
30 H 4.984 -0.731 -0.152
31 O 1.395 2.298 -0.786
32 H 2.331 2.272 -0.636
33 H 1.263 1.535 -1.357

Summary:
**Charge**: 0
**Highest occupied orbital energy**: -10.5 eV
**ΔE to the lowest compared entry with this formula, charge and spin**: 200.0 kJ/mol
**2S+1**: 1
**Kohn-Sham gap**: 0.3747 hartree

***

6.
Density functional theory data (ωB97M-V with the def2-TZVPD basis set) for a cluster of 2 separate species, C2H6BrNOSi in total at a distorted geometry.

Geometry (Å):
1 C -0.817 -0.179 -0.156
2 C -2.060 -0.836 0.200
3 N -0.988 1.144 -0.585
4 O 0.357 -0.725 -0.216
5 Si 2.741 -0.292 0.400
6 Br -3.686 0.111 0.279
7 H -2.114 -1.726 0.696
8 H -1.875 1.533 -0.897
9 H -0.234 1.562 -1.136
10 H 3.011 -1.719 0.276
11 H 3.269 0.302 1.636
12 H 2.395 0.827 -0.496

Summary:
**Charge**: 0
**Highest occupied orbital energy (alpha / beta)**: -7.3 / -6.4 eV
**ΔE to the lowest compared entry with this formula, charge and spin**: 338.8 kJ/mol
**2S+1**: 1
**Kohn-Sham gap (alpha / beta)**: 0.2172 / 0.1614 hartree

***

7.
Density functional theory data (ωB97M-V with the def2-TZVPD basis set) for an isolated molecule of CHPS3 at a distorted geometry.

Geometry (Å):
1 S 0.609 1.328 -2.423
2 P -0.418 -0.113 -1.690
3 C 0.039 -0.118 0.155
4 S 0.957 -1.072 1.200
5 S -1.362 0.633 0.574
6 H 0.174 -0.658 2.185

Summary:
**Charge**: 0
**Highest occupied orbital energy**: -8.8 eV
**ΔE to the lowest compared entry with this formula, charge and spin**: 41.5 kJ/mol
**2S+1**: 1
**Kohn-Sham gap**: 0.2785 hartree

***

8.
Density functional theory data (ωB97M-V with the def2-TZVPD basis set) for a structure of composition C26H25Cl2F6KN3O8S2Te.

Geometry (Å):
1 K 0.824 -0.093 0.201
2 C 7.237 -1.578 -2.946
3 O 6.890 -0.400 -3.648
4 C 5.715 0.192 -3.289
5 C 5.338 1.310 -4.079
6 C 4.157 1.930 -3.808
7 C 3.277 1.522 -2.769
8 C 2.020 2.195 -2.603
9 C 1.717 3.397 -3.496
10 O 1.140 1.885 -1.783
11 C 3.685 0.415 -1.933
12 O 3.035 -0.011 -0.942
13 C 4.931 -0.227 -2.257
14 H 8.149 -1.952 -3.408
15 H 6.448 -2.330 -3.021
16 H 7.421 -1.373 -1.888
17 H 5.985 1.631 -4.884
18 H 3.878 2.771 -4.429
19 H 2.468 4.177 -3.363
20 H 0.740 3.788 -3.225
21 H 1.703 3.121 -4.551
22 H 5.173 -1.077 -1.637
23 C -3.838 1.963 -2.215
24 Te -1.730 2.410 -2.044
25 C -1.501 0.295 -2.091
26 C -2.788 -0.278 -2.613
27 C -2.869 -1.618 -2.981
28 C -4.078 -2.168 -3.381
29 C -5.219 -1.376 -3.417
30 C -5.140 -0.038 -3.055
31 C -3.931 0.522 -2.651
32 H -4.307 2.626 -2.941
33 H -4.334 2.112 -1.255
34 H -1.373 -0.070 -1.073
35 H -0.635 0.016 -2.685
36 H -1.969 -2.223 -2.946
37 H -4.131 -3.210 -3.668
38 H -6.164 -1.798 -3.734
39 H -6.027 0.585 -3.083
40 Cl -0.620 -0.728 3.356
41 C -0.788 -2.413 2.822
42 Cl -1.281 -2.553 1.127
43 H -1.545 -2.886 3.435
44 H 0.180 -2.884 2.925
45 F 3.203 -5.255 1.002
46 C 2.837 -4.212 1.746
47 F 3.646 -4.145 2.807
48 F 1.591 -4.454 2.199
49 S 2.934 -2.635 0.795
50 O 2.484 -1.658 1.758
51 O 4.290 -2.615 0.345
52 N 1.808 -2.883 -0.264
53 S 1.872 -2.837 -1.833
54 O 3.167 -2.790 -2.430
55 O 0.813 -1.996 -2.325
56 C 1.258 -4.531 -2.218
57 F 1.165 -4.688 -3.541
58 F 0.044 -4.743 -1.692
59 F 2.083 -5.466 -1.744
60 N -7.895 0.802 1.350
61 C -6.920 1.753 1.428
62 O -7.176 2.923 1.626
63 C -5.512 1.264 1.250
64 C -4.471 2.077 1.679
65 C -3.170 1.636 1.513
66 N -2.853 0.465 0.962
67 C -3.854 -0.302 0.541
68 C -5.191 0.051 0.659
69 H -8.832 1.096 1.566
70 H -7.674 -0.175 1.414
71 H -4.689 3.039 2.124
72 H -2.338 2.256 1.827
73 H -3.582 -1.240 0.071
74 H -5.944 -0.606 0.244

Summary:
**Charge**: -1
**Highest occupied orbital energy**: -4.3 eV
**ΔE to the lowest compared entry with this formula, charge and spin**: 0.0 kJ/mol
**2S+1**: 1
**Kohn-Sham gap**: 0.2221 hartree

***

9.
Density functional theory data (ωB97M-V with the def2-TZVPD basis set) for a cluster of 2 separate species, C4H8N3O in total at a distorted geometry.

Geometry (Å):
1 C -2.958 -0.249 0.352
2 C 1.347 -0.024 -1.638
3 C 1.075 1.314 -1.057
4 C 0.372 0.818 -0.018
5 N -3.590 0.599 0.914
6 N -0.451 1.122 0.974
7 N 0.423 -0.579 -0.603
8 O -2.099 -0.932 -0.131
9 H 1.099 -0.090 -2.658
10 H 2.339 -0.393 -1.742
11 H 1.355 2.227 -1.527
12 H -4.502 0.823 1.000
13 H -0.280 0.801 1.957
14 H -0.581 2.185 1.140
15 H -0.478 -0.944 -1.024
16 H 0.463 -1.385 -0.021

Summary:
**Charge**: +1
**Highest occupied orbital energy**: -13.3 eV
**ΔE to the lowest compared entry with this formula, charge and spin**: 363.2 kJ/mol
**2S+1**: 1
**Kohn-Sham gap**: 0.3784 hartree

***

10.
Density functional theory data (ωB97M-V with the def2-TZVPD basis set) for a structure of composition C19H14IN3O3Pt at a distorted geometry.

Geometry (Å):
1 Pt 0.244 0.190 -0.937
2 O -1.577 -1.691 -4.065
3 C -0.855 -1.368 -3.135
4 N -0.510 -0.071 -2.796
5 C -0.769 1.090 -3.620
6 C -0.377 2.299 -2.860
7 C -0.523 3.625 -3.365
8 C -0.257 4.699 -2.527
9 C 0.209 4.450 -1.207
10 C 0.526 3.149 -0.871
11 N 0.195 2.086 -1.628
12 C -0.242 -2.297 -2.199
13 C -0.172 -3.686 -2.473
14 C 0.787 -4.399 -1.783
15 C 1.459 -3.905 -0.703
16 C 1.254 -2.558 -0.456
17 N 0.400 -1.798 -1.157
18 H -1.803 1.029 -3.985
19 H -0.183 0.992 -4.547
20 H -1.042 3.775 -4.301
21 H -0.252 5.737 -2.810
22 H 0.402 5.280 -0.556
23 H 0.937 2.873 0.104
24 H -0.793 -4.108 -3.258
25 H 1.037 -5.387 -2.106
26 H 2.067 -4.469 -0.017
27 H 1.670 -2.104 0.426
28 I -0.546 -1.430 7.749
29 C -0.383 -0.982 5.748
30 C 0.252 -1.704 4.752
31 C 0.330 -1.217 3.461
32 C -0.124 0.097 3.146
33 C -0.712 0.830 4.142
34 C -0.988 0.234 5.400
35 C 0.353 0.716 1.862
36 O 0.421 1.971 1.735
37 O 0.681 -0.145 1.001
38 H 0.686 -2.648 5.031
39 H 0.741 -1.802 2.686
40 H -0.935 1.859 4.005
41 H -1.607 0.785 6.115

Summary:
**Charge**: 0
**Highest occupied orbital energy (alpha / beta)**: -5.2 / -8.7 eV
**2S+1**: 3
**Kohn-Sham gap (alpha / beta)**: 0.1794 / 0.2227 hartree

***

11.
Density functional theory data (ωB97M-V with the def2-TZVPD basis set) for a structure of composition C2CuNaO4 at a distorted geometry.

Geometry (Å):
1 O -0.712 -0.526 0.545
2 Na -1.434 -2.053 2.023
3 O -2.102 1.154 -0.034
4 O -2.871 -0.652 1.044
5 C -1.909 0.021 0.499
6 C 1.663 0.062 -1.130
7 O 2.774 0.296 -0.979
8 Cu 4.592 1.697 -1.969

Summary:
**Charge**: -1
**Highest occupied orbital energy (alpha / beta)**: -2.4 / -2.4 eV
**ΔE to the lowest compared entry with this formula, charge and spin**: 2.2 kJ/mol
**2S+1**: 2
**Kohn-Sham gap (alpha / beta)**: 0.1528 / 0.1445 hartree

***

12.
Density functional theory data (ωB97M-V with the def2-TZVPD basis set) for a cluster of 3 separate species, C22H55BrN7O3P2 in total at a distorted geometry.

Geometry (Å):
1 C -3.401 -4.073 5.562
2 C -3.777 -2.785 4.805
3 C -5.023 -2.899 3.955
4 O -4.993 -3.942 2.946
5 N -3.896 -3.877 2.141
6 C -3.565 -2.906 1.388
7 C -2.259 -3.181 0.725
8 C -1.337 -1.998 1.127
9 C -1.720 -0.688 0.403
10 C -1.934 0.537 1.277
11 Br -3.067 0.243 2.832
12 C -1.771 -4.505 1.395
13 C -3.020 -5.038 2.125
14 H -2.540 -4.537 5.079
15 H -4.202 -4.809 5.570
16 H -3.066 -3.846 6.568
17 H -2.917 -2.427 4.242
18 H -3.999 -2.012 5.541
19 H -5.223 -1.934 3.483
20 H -5.880 -3.114 4.585
21 H -4.188 -2.026 1.329
22 H -2.257 -3.208 -0.361
23 H -0.339 -2.262 0.772
24 H -1.281 -1.888 2.209
25 H -0.928 -0.447 -0.304
26 H -2.640 -0.851 -0.165
27 H -1.004 1.000 1.588
28 H -2.458 1.285 0.689
29 H -1.607 -5.180 0.563
30 H -0.923 -4.390 2.058
31 H -3.461 -5.828 1.515
32 H -2.907 -5.495 3.101
33 O 2.461 -1.484 0.187
34 P 3.916 -1.197 0.286
35 N 4.295 -0.430 -1.170
36 C 5.599 -0.418 -1.800
37 C 3.614 0.851 -1.339
38 N 4.583 -2.808 0.314
39 C 5.014 -3.444 -0.925
40 C 3.734 -3.725 1.067
41 N 5.112 -0.488 1.318
42 C 6.357 -1.191 1.595
43 C 4.539 0.038 2.573
44 H 6.313 0.253 -1.301
45 H 5.486 -0.075 -2.830
46 H 6.038 -1.405 -1.863
47 H 4.094 1.651 -0.758
48 H 2.574 0.777 -1.025
49 H 3.614 1.140 -2.390
50 H 4.289 -3.335 -1.743
51 H 5.174 -4.508 -0.748
52 H 5.979 -3.064 -1.255
53 H 2.880 -4.084 0.478
54 H 3.340 -3.243 1.963
55 H 4.329 -4.582 1.388
56 H 6.224 -2.110 2.172
57 H 6.989 -0.509 2.168
58 H 6.896 -1.424 0.679
59 H 4.219 -0.761 3.253
60 H 3.673 0.667 2.356
61 H 5.269 0.659 3.091
62 O 0.371 3.515 -2.063
63 P -0.830 4.227 -2.562
64 N -1.953 4.076 -1.297
65 C -3.395 4.103 -1.432
66 C -1.526 4.744 -0.076
67 N -1.298 3.224 -3.908
68 C -2.268 2.157 -3.722
69 C -0.128 2.710 -4.620
70 N -1.367 5.721 -3.246
71 C -2.256 5.726 -4.399
72 C -0.260 6.678 -3.456
73 H -3.794 5.112 -1.611
74 H -3.842 3.732 -0.506
75 H -3.749 3.448 -2.218
76 H -1.684 5.831 -0.114
77 H -0.467 4.561 0.107
78 H -2.074 4.347 0.781
79 H -2.076 1.547 -2.827
80 H -2.255 1.501 -4.593
81 H -3.285 2.544 -3.675
82 H 0.318 1.844 -4.120
83 H 0.643 3.476 -4.704
84 H -0.423 2.426 -5.632
85 H -1.798 5.329 -5.308
86 H -2.541 6.765 -4.579
87 H -3.174 5.178 -4.199
88 H 0.403 6.374 -4.274
89 H 0.339 6.765 -2.548
90 H -0.654 7.668 -3.681

Summary:
**Charge**: +1
**Highest occupied orbital energy**: -10.2 eV
**2S+1**: 1
**Kohn-Sham gap**: 0.2495 hartree

***

Quick rundown of electronic energy, same order as above: -351.3117, -599.7435, -4319.1917, -426.7383, -840.8039, -3073.1617, -1574.5793, -4956.0362, -396.3979, -1539.3563, -2179.9374, -4736.6707 Eh